114
Properties=species:S:1:pos:R:3 method="wB97M-V/def2-TZVPD" multiplicity=1 relative_energy_ev=0.000 charge=-1 orbital_gap_ev="5.27 / 5.37"
Sr -0.5605 -0.3457 0.7481
C -5.3182 -1.7724 -3.5647
C -4.2789 -2.3444 -4.2965
C -3.0797 -2.7009 -3.6886
C -2.9625 -2.4594 -2.3342
C -1.8357 -2.6548 -1.3811
N -2.1647 -2.2047 -0.1649
C -3.4896 -1.7629 -0.2251
N -4.1460 -1.2877 0.7753
C -3.3923 -1.3254 1.9476
C -3.0861 -2.5251 2.6993
C -3.6077 -3.8152 2.7035
C -3.0211 -4.7440 3.5397
C -1.9279 -4.3960 4.3533
C -1.3988 -3.1226 4.3410
C -1.9860 -2.1785 3.4964
C -1.7328 -0.7781 3.2484
N -0.6648 -0.0432 3.6261
C 0.5280 -0.6260 3.4529
N 0.7328 -1.5701 2.4946
C 2.0121 -1.9393 2.4851
N 2.5318 -2.8551 1.6184
C 1.8860 -3.1941 0.5483
N 0.7447 -2.6081 -0.0178
C 0.3322 -3.3920 -0.9960
N -0.7392 -3.2618 -1.7865
C 1.2781 -4.5132 -1.2194
C 1.2918 -5.5533 -2.1273
C 2.3488 -6.4545 -2.0500
C 3.3432 -6.3139 -1.0834
C 3.3132 -5.2714 -0.1634
C 2.2692 -4.3703 -0.2575
C 2.7356 -1.2252 3.5179
C 4.0635 -1.2294 3.9413
C 4.4264 -0.3731 4.9634
C 3.4900 0.4822 5.5640
C 2.1705 0.4959 5.1514
C 1.7948 -0.3544 4.1148
N -2.6744 -0.2879 2.3394
C -3.9983 -1.8929 -1.6060
C -5.1938 -1.5395 -2.1992
H -6.2323 -1.4955 -4.0754
H -4.4094 -2.5026 -5.3601
H -2.2599 -3.1350 -4.2451
H -4.4412 -4.0750 2.0629
H -3.3955 -5.7597 3.5689
H -1.4879 -5.1543 4.9896
H -0.5389 -2.8661 4.9479
H 0.5063 -5.6503 -2.8651
H 2.4046 -7.2820 -2.7467
H 4.1508 -7.0353 -1.0500
H 4.0734 -5.1600 0.5986
H 4.7845 -1.8906 3.4778
H 5.4522 -0.3604 5.3115
H 3.8108 1.1390 6.3635
H 1.4423 1.1478 5.6175
H -5.9872 -1.0844 -1.6213
C 0.3939 4.3716 5.3191
C 0.1563 3.4308 4.1464
C -0.7787 4.0389 3.1103
S -1.0806 2.8050 1.8302
O 0.2455 2.3641 1.2628
C -1.9233 3.8254 0.5738
C -1.0194 4.2705 -0.5652
C 0.0413 5.2833 -0.1586
H 1.0983 3.9423 6.0327
H -0.5354 4.5803 5.8537
H 0.8047 5.3256 4.9801
H -0.2706 2.4826 4.4840
H 1.1007 3.1807 3.6586
H -0.3791 4.9622 2.6833
H -1.7671 4.2441 3.5309
H -2.3688 4.6728 1.1022
H -2.7206 3.1866 0.1943
H -1.6635 4.6717 -1.3529
H -0.5394 3.3846 -0.9857
H -0.4023 6.1676 0.3081
H 0.6061 5.6178 -1.0304
H 0.7491 4.8372 0.5415
O -2.7351 1.2047 -1.4543
B -1.3681 0.7910 -1.7505
O -1.0647 1.4526 -2.9899
C -2.1371 2.1936 -3.3714
C -2.2834 3.0154 -4.4681
C -3.4974 3.6918 -4.6034
C -4.5143 3.5386 -3.6702
C -4.3590 2.7026 -2.5629
C -3.1560 2.0401 -2.4348
H -1.4838 3.1290 -5.1887
H -3.6485 4.3464 -5.4527
H -5.4458 4.0745 -3.8046
H -5.1448 2.5707 -1.8301
C 4.5183 -1.3793 -2.2701
C 4.0988 0.0257 -1.8557
As 2.1911 0.3400 -2.2833
C 2.0198 2.2076 -1.6456
C 3.2849 3.0096 -1.3692
C 2.3153 0.7025 -4.2296
C 3.4352 1.5981 -4.7361
H 5.5558 -1.5906 -1.9999
H 4.4267 -1.5181 -3.3509
H 3.8895 -2.1342 -1.7924
H 4.7423 0.7792 -2.3150
H 4.1907 0.1462 -0.7734
H 1.4148 2.1660 -0.7401
H 1.3919 2.6962 -2.3962
H 3.8945 2.5367 -0.5974
H 3.0320 4.0100 -1.0062
H 3.9139 3.1275 -2.2526
H 1.3367 1.1251 -4.4699
H 2.3497 -0.2739 -4.7195
H 3.3759 2.5947 -4.2969
H 3.3870 1.7173 -5.8221
H 4.4199 1.1901 -4.4987

=====

117
Properties=species:S:1:pos:R:3 method="wB97M-V/def2-TZVPD" multiplicity=1 relative_energy_ev=4.124 charge=0 orbital_gap_ev=7.03
Sn 0.5796 0.5596 1.4861
C -2.5280 1.8746 3.5269
N -1.1959 2.4737 3.5921
C -1.2325 3.8851 3.1841
C -0.2179 1.9936 4.4712
C -0.6635 1.7883 5.7970
C 0.2830 1.4615 6.8026
C 1.6155 1.1731 6.4809
C 2.0229 1.3681 5.1248
C 1.1213 1.8676 4.1659
N 1.4991 2.0532 2.8359
C 2.5632 2.7995 2.3692
C 3.1468 3.7418 3.2246
C 3.8387 4.8803 2.7580
C 4.1521 4.9540 1.3634
C 3.7732 3.8851 0.5333
C 2.9653 2.8037 0.9943
N 2.4666 1.8038 0.1145
C 3.4173 0.7271 -0.1795
C 1.7550 2.2525 -1.0591
H -2.5723 0.9028 3.9824
H -2.7531 1.6606 2.4707
H -3.3275 2.5195 3.9143
H -2.0212 4.4192 3.6634
H -0.3380 4.3636 3.5326
H -1.3788 3.9506 2.0970
H -1.6621 2.0874 6.0860
H -0.0370 1.4931 7.8371
H 2.3283 0.6780 7.1937
H 2.9728 1.0313 4.8398
H 3.0669 3.6290 4.3418
H 4.1624 5.7161 3.3640
H 4.7264 5.7552 0.9856
H 4.1154 3.8957 -0.4392
H 3.6160 0.2632 0.7927
H 2.9299 -0.0198 -0.7811
H 4.2953 1.1481 -0.7058
H 2.4391 2.8201 -1.7256
H 1.5124 1.3805 -1.6406
H 0.8806 2.8829 -0.8427
N -4.0174 0.3482 -2.9646
P -3.6284 1.8097 -2.0409
C -3.3563 2.9995 -3.3640
C -4.0193 4.1978 -3.2633
C -3.8023 5.1271 -4.2854
C -2.9753 4.9057 -5.3568
C -2.2102 3.7674 -5.3347
C -2.4564 2.7824 -4.4411
C -5.3576 2.0538 -1.4659
C -5.5185 2.4154 -0.1477
C -6.8191 2.5305 0.3240
C -7.9362 2.2744 -0.4852
C -7.7243 1.8990 -1.8577
C -6.4076 1.9638 -2.3397
C -3.1000 -0.6659 -3.3385
C -3.4119 -1.6902 -4.2731
C -2.3245 -2.4280 -4.7711
C -1.0358 -2.0819 -4.4601
C -0.8321 -1.2281 -3.4001
N -1.8140 -0.4743 -2.8683
H -4.9700 0.1928 -3.2208
H -4.8312 4.4284 -2.5654
H -4.3324 6.0788 -4.0762
H -2.8398 5.5774 -6.2177
H -1.4259 3.5546 -6.1044
H -1.8335 1.8177 -4.3864
H -4.6154 2.4881 0.4369
H -6.9667 2.8068 1.3488
H -8.9688 2.3318 -0.1288
H -8.5926 1.6351 -2.5000
H -6.0742 1.8078 -3.3883
H -4.4330 -1.8186 -4.6017
H -2.5773 -3.2845 -5.3339
H -0.1199 -2.5580 -4.9748
H 0.1290 -1.0412 -2.9410
N -0.8174 -6.9892 1.0541
C -0.8434 -5.8710 1.8126
C 0.0700 -5.7582 2.8933
C 0.3611 -4.5756 3.5598
C -0.1987 -3.3661 3.0294
C -1.0650 -3.4333 1.9446
C -1.5748 -4.6124 1.4995
S 0.2513 -1.7579 3.6701
O 0.5456 -1.8112 5.0668
O -0.8442 -0.8929 3.0935
N 1.5138 -1.1615 2.8307
C 2.8318 -1.5106 2.8640
N 3.2783 -2.7433 3.0267
C 4.5589 -2.9674 3.3718
C 5.4835 -1.9827 3.5392
C 4.9672 -0.7147 3.1992
N 3.6795 -0.4721 2.9077
H -0.1992 -7.7040 1.4447
H -1.0429 -7.0225 0.0634
H 0.3646 -6.6620 3.4523
H 0.9840 -4.7051 4.3983
H -1.5679 -2.4882 1.5938
H -2.2864 -4.6033 0.7188
H 4.7179 -3.9815 3.6215
H 6.5622 -2.1055 3.8666
H 5.5646 0.1628 3.1105
N 2.5238 -3.6975 -0.9652
C 2.9800 -3.5805 -2.2401
N 2.1451 -3.4864 -3.2487
C 2.8610 -3.7355 -4.4194
C 2.2227 -4.0051 -5.6887
C 2.9588 -4.3894 -6.7880
C 4.4145 -4.3161 -6.6392
C 5.0580 -4.1567 -5.4028
C 4.3008 -3.8261 -4.2877
S 4.6963 -3.8976 -2.5639
H 1.5478 -3.6375 -0.8642
H 3.1441 -3.3975 -0.2048
H 1.1518 -4.0698 -5.6696
H 2.4847 -4.7607 -7.6940
H 4.9679 -4.5636 -7.5279
H 6.1297 -4.1976 -5.1933

=====

113
Properties=species:S:1:pos:R:3 method="wB97M-V/def2-TZVPD" multiplicity=5 charge=-1 orbital_gap_ev="5.74 / 4.89"
Rh 1.4570 2.7093 -2.0900
C 3.6225 0.5984 -0.8255
C 2.2289 -0.0116 -1.0089
As 1.2499 -0.3491 0.6606
C 2.2897 -1.9792 1.1181
C 2.3801 -2.2328 2.4873
C 3.2130 -3.2261 2.9856
C 4.0038 -3.9648 2.1175
C 3.9505 -3.7040 0.7547
C 3.0992 -2.7234 0.2618
C -0.6323 -0.7496 -0.1540
C -0.9542 -0.0092 -1.5035
C -2.2269 -0.6544 -2.2060
C -2.9518 -1.7636 -1.5313
C -2.3584 -2.5361 -0.6406
C -0.9700 -2.2747 -0.1088
As 3.3671 2.5244 -0.4822
C 5.1376 3.2085 -0.9127
C 5.5245 3.1553 -2.2507
C 6.7424 3.6832 -2.6513
C 7.5758 4.2905 -1.7201
C 7.1848 4.3677 -0.3918
C 5.9679 3.8300 0.0124
C 3.3967 2.5543 1.4598
C 2.4833 3.3577 2.1323
C 2.4451 3.3594 3.5208
C 3.3183 2.5580 4.2413
C 4.2434 1.7642 3.5739
C 4.2850 1.7659 2.1873
H 4.1745 0.5446 -1.7662
H 4.2118 0.0970 -0.0571
H 2.2340 -0.9058 -1.6292
H 1.6280 0.7180 -1.5533
H 1.7881 -1.6360 3.1742
H 3.2523 -3.4128 4.0517
H 4.6626 -4.7343 2.5002
H 4.5758 -4.2634 0.0695
H 3.0669 -2.5575 -0.8071
H -1.7211 1.8009 -2.0857
H -2.8806 0.1345 -2.5768
H -3.9401 -2.0081 -1.9092
H -2.8491 -3.4293 -0.2655
H 0.0838 -2.5302 1.7159
H 4.8574 2.7168 -2.9862
H 7.0341 3.6353 -3.6927
H 8.5216 4.7143 -2.0333
H 7.8248 4.8529 0.3346
H 5.6705 3.8931 1.0518
H 1.7810 3.9586 1.5691
H 1.7211 3.9767 4.0373
H 3.2786 2.5491 5.3235
H 4.9292 1.1392 4.1323
H 5.0162 1.1505 1.6769
Se 1.6051 4.5933 -3.5348
Se -0.3003 5.4302 -4.5604
Se -2.2899 4.8809 -3.4507
Se -2.8996 2.7332 -4.0021
C -1.9712 -5.8247 3.3705
C -1.8002 -4.3910 2.9377
C -2.1967 -3.3448 3.8261
C -2.2417 -1.9954 3.4126
C -2.9225 -0.9770 4.2931
C -1.7565 -1.6662 2.1778
As -1.7494 0.0925 1.3663
N -1.1412 1.4327 -1.3189
C -0.2581 -0.3100 -2.8718
C -1.3159 -1.2460 -3.3556
C -1.6667 -1.1457 -4.7986
C -0.9291 -0.3765 -5.6300
C 0.1411 0.4220 -5.1376
C 0.3519 0.5243 -3.7498
C -3.6138 0.3806 0.7200
C -3.8368 1.6938 0.2613
C -2.9930 2.8958 0.6169
C -4.9650 1.9784 -0.5103
C -5.9349 1.0309 -0.7639
C -7.1092 1.3275 -1.6564
C -5.7983 -0.2036 -0.1403
C -4.6722 -0.5478 0.5961
C -4.7422 -1.8869 1.2906
C -0.9607 -2.6594 1.3873
C 0.0313 -3.1678 -0.8884
C -1.2872 -4.0772 1.7238
H -2.8686 -5.9527 3.9777
H -1.1189 -6.1504 3.9719
H -2.0411 -6.4874 2.5077
H -2.5870 -3.6101 4.8033
H -3.7865 -1.4102 4.7997
H -3.2644 -0.1172 3.7165
H -2.2363 -0.6071 5.0591
H -1.1361 -2.2938 -3.0937
H -2.5069 -1.7211 -5.1714
H -1.1844 -0.3125 -6.6806
H 0.6831 1.0726 -5.8089
H 0.9595 1.3838 -3.4356
H -2.0361 2.6558 1.0690
H -3.5537 3.4944 1.3414
H -2.8148 3.5194 -0.2568
H -5.0631 2.9747 -0.9291
H -7.0865 2.3599 -2.0024
H -8.0550 1.1541 -1.1384
H -7.0932 0.6835 -2.5379
H -6.5908 -0.9401 -0.2417
H -5.3094 -2.5974 0.6871
H -5.2648 -1.7725 2.2457
H -3.7737 -2.3187 1.5054
H 0.5458 -2.5993 -1.6649
H -0.4924 -3.9911 -1.3779
H 0.7834 -3.6001 -0.2306
H -1.0046 -4.8619 1.0289
F 0.2931 2.2536 0.4755
B -0.3721 2.4810 -0.7025
F -0.7956 3.7627 -0.8371